*P*
# C2H4OS2

The molecule C2H4OS2 (ωB97M-V/def2-TZVPD, OMol25).

Geometry as XYZ:
```
9
Properties=species:S:1:pos:R:3:lowdin_charge:R:1
C 0.18 -0.60 0.20 -0.6078
C -0.97 0.27 -0.11 -0.9556
H 1.92 -0.70 -1.29 0.0105
H 0.26 -1.66 -0.11 0.0830
H -0.16 -0.67 1.39 0.1667
H 0.29 1.68 0.10 -0.0295
O -0.61 1.51 0.03 -0.0394
S 1.73 0.19 -0.08 0.7508
S -2.64 -0.02 -0.12 0.6213
```

- SMILES string = OC(=S)CS
- orbital gap (eV) = 8.424
- 2S+1 = 1
- lowest unoccupied orbital energy (eV) = -0.154



*Q*
# C2H4OS2

A cluster of 2 separate species, C2H4OS2 in total (ωB97M-V/def2-TZVPD, OMol25).

Geometry as XYZ:
```
9
Properties=species:S:1:pos:R:3:lowdin_charge:R:1
C 1.45 -0.21 0.55 -0.0774
C 1.02 0.44 -0.57 -0.1245
O -2.78 -1.32 0.28 -0.5960
S -2.56 1.38 0.06 0.2360
S -2.07 -0.35 -0.54 0.4049
H 1.54 0.07 1.52 0.0018
H 1.90 -1.28 0.49 0.0835
H 0.38 1.32 -0.27 0.0324
H 1.12 -0.03 -1.52 0.0392
```

- orbital gap (eV) = 8.235
- 2S+1 = 1
- lowest unoccupied orbital energy (eV) = -1.866



What is the stability order? It is *P*, *Q*, from most stable to least stable.



*P*
# C4HNO

A structure of composition C4HNO (ωB97M-V/def2-TZVPD, OMol25).

Geometry as XYZ:
```
7
Properties=species:S:1:pos:R:3:lowdin_charge:R:1
O -0.49 -1.67 0.30 0.1472
C -0.40 -0.49 0.11 -0.4102
C 0.86 0.20 -0.11 -0.0553
C 1.95 0.82 -0.30 0.1045
C -1.57 0.41 0.08 -0.0984
N -2.49 1.11 0.05 0.2023
H 2.13 -0.36 -0.13 0.1098
```

- orbital gap (eV) = 10.239
- 2S+1 = 1
- lowest unoccupied orbital energy (eV) = -1.704



*Q*
# C4HNO

The molecule C4HNO (ωB97M-V/def2-TZVPD, OMol25).

Geometry as XYZ:
```
7
Properties=species:S:1:pos:R:3:lowdin_charge:R:1
O -2.17 -0.96 0.84 0.0841
C -1.76 -0.04 0.18 -0.2496
C -0.31 0.17 0.17 0.0760
C 0.89 0.07 0.23 0.0041
C 2.27 0.06 0.21 -0.2154
N 3.43 0.11 0.14 0.1758
H -2.43 0.59 -0.44 0.1250
```

- SMILES string = N#CC#CC=O
- orbital gap (eV) = 9.955
- 2S+1 = 1
- lowest unoccupied orbital energy (eV) = -1.215



*R*
# C4HNO

The molecule C4HNO (ωB97M-V/def2-TZVPD, OMol25).

Geometry as XYZ:
```
7
Properties=species:S:1:pos:R:3:lowdin_charge:R:1
O -0.80 1.03 1.43 0.0995
C 0.19 0.90 0.77 -0.2262
C 0.32 -0.14 -0.32 -0.3266
C 1.37 -0.34 -1.09 0.3431
C -0.71 -1.08 -0.67 -0.2168
N -1.47 -1.88 -1.03 0.1945
H 1.09 1.52 0.90 0.1325
```

- orbital gap (eV) = 9.195
- 2S+1 = 1
- lowest unoccupied orbital energy (eV) = -2.249



What is the stability order? It is *Q*, *R*, *P*, from most stable to least stable.



*P*
# H6NaO3

A structure of composition H6NaO3 (ωB97M-V/def2-TZVPD, OMol25).

Geometry as XYZ:
```
10
Properties=species:S:1:pos:R:3:lowdin_charge:R:1
Na -0.21 -0.31 -0.16 0.7289
O 0.17 1.84 0.94 -0.0480
H -0.40 2.54 1.28 0.0736
H 1.07 2.11 1.17 0.0763
O 0.51 0.69 -2.33 -0.0485
H -0.20 1.32 -2.50 0.0706
H 0.49 0.07 -3.07 0.0728
O -0.22 -2.49 1.65 -0.0403
H -0.99 -2.78 2.16 0.0665
H -0.23 -3.01 0.84 0.0483
```

- charge = +1
- orbital gap (eV) = 12.022
- 2S+1 = 1
- lowest unoccupied orbital energy (eV) = -4.097



*Q*
# H6NaO3

A structure of composition H6NaO3 (ωB97M-V/def2-TZVPD, OMol25).

Geometry as XYZ:
```
10
Properties=species:S:1:pos:R:3:lowdin_charge:R:1
Na 1.19 -0.63 -2.60 0.9658
O 1.75 1.34 1.22 -0.0600
H 1.85 2.28 1.04 0.0346
H 2.33 1.17 1.95 0.0377
O -0.07 -2.77 1.33 -0.0474
H 0.54 -3.13 1.97 0.0381
H 0.17 -1.85 1.25 0.0132
O -2.26 1.05 -2.20 -0.0593
H -2.36 1.60 -1.42 0.0362
H -3.15 0.94 -2.53 0.0411
```

- charge = +1
- orbital gap (eV) = 9.205
- 2S+1 = 1
- lowest unoccupied orbital energy (eV) = -5.219



What is the stability order? It is *P*, *Q*, from most stable to least stable.



*P*
# CH2Cl2NO3P

A cluster of 2 separate species, CH2Cl2NO3P in total (ωB97M-V/def2-TZVPD, OMol25).

Geometry as XYZ:
```
10
Properties=species:S:1:pos:R:3:lowdin_charge:R:1
C 0.35 -0.34 0.40 -0.2176
N 0.01 -1.78 0.43 -0.4738
O 0.68 -2.51 1.18 0.0549
O -0.92 -2.08 -0.26 0.0985
O 3.02 -0.58 1.69 -0.4070
P 2.26 -0.14 0.49 -0.1755
Cl 2.95 -0.87 -1.19 0.4020
Cl 2.53 1.81 0.24 0.3649
H 0.03 0.44 -0.34 0.0806
H -0.01 0.32 1.79 0.2731
```

- orbital gap (eV) = 10.114
- 2S+1 = 1
- lowest unoccupied orbital energy (eV) = -1.232



*Q*
# CH2Cl2NO3P

A cluster of 2 separate species, CH2Cl2NO3P in total (ωB97M-V/def2-TZVPD, OMol25).

Geometry as XYZ:
```
10
Properties=species:S:1:pos:R:3:lowdin_charge:R:1
C 0.59 -0.82 -0.08 -0.1229
N 1.18 1.50 0.01 -0.3074
O 0.41 2.24 -0.40 0.1363
O 2.26 1.46 0.41 0.1425
O -1.62 0.37 1.26 -0.3959
P -1.20 -0.53 0.17 -0.1713
Cl -1.68 0.10 -1.63 0.3868
Cl -2.11 -2.38 0.29 0.2887
H 1.18 -0.92 -0.93 0.0128
H 0.98 -1.03 0.90 0.0304
```

- orbital gap (spin up / spin down) (eV) = 8.907 / 8.619
- 2S+1 = 1
- lowest unoccupied orbital energy (spin up / spin down) (eV) = -1.192 / -1.443



What is the stability order? It is *P*, *Q*, from most stable to least stable.



*P*
# C3H7N2S

The ion C3H7N2S with charge +1 (ωB97M-V/def2-TZVPD, OMol25).

Geometry as XYZ:
```
13
Properties=species:S:1:pos:R:3:lowdin_charge:R:1
C -0.06 1.92 0.02 0.0750
C 0.07 -1.01 0.44 -0.2471
C -1.17 -0.21 -0.14 -0.1348
N 1.25 -0.87 -0.33 -0.3208
N -1.13 1.23 -0.05 -0.0890
S 2.75 -0.64 0.15 1.0896
H -0.13 3.10 0.12 0.0851
H 0.35 -0.74 1.41 0.1030
H -0.02 -2.02 0.17 0.1314
H -1.30 -0.72 -1.17 0.1665
H -1.91 -0.71 0.42 0.1061
H -2.08 1.49 -0.08 0.1289
H 3.37 -0.82 -0.95 -0.0940
```

- charge = +1
- orbital gap (spin up / spin down) (eV) = 5.819 / 5.523
- 2S+1 = 1
- lowest unoccupied orbital energy (spin up / spin down) (eV) = -6.846 / -6.956



*Q*
# C3H7N2S

The ion C3H7N2S with charge +1 (ωB97M-V/def2-TZVPD, OMol25).

Geometry as XYZ:
```
13
Properties=species:S:1:pos:R:3:lowdin_charge:R:1
C 1.69 0.95 0.12 -0.5508
C -0.53 -1.44 0.36 -0.0181
C -0.02 0.89 0.29 -0.1180
N -1.55 -0.17 -1.20 0.3212
N -0.71 -0.21 -0.30 -0.2767
S 2.50 -0.32 -0.32 0.8490
H 2.14 1.97 0.19 0.0711
H -0.57 -1.38 1.45 0.1335
H 0.58 -1.64 0.26 0.0505
H -1.08 -2.21 -0.19 0.1295
H -0.50 1.00 1.26 0.1422
H -0.31 1.77 -0.43 0.1542
H -1.62 0.78 -1.51 0.1123
```

- SMILES string = [H]/N=[N+](/C)CC=S
- charge = +1
- orbital gap (eV) = 7.670
- 2S+1 = 1
- lowest unoccupied orbital energy (eV) = -5.949



*R*
# C3H7N2S

The ion C3H7N2S with charge +1 (ωB97M-V/def2-TZVPD, OMol25).

Geometry as XYZ:
```
13
Properties=species:S:1:pos:R:3:lowdin_charge:R:1
C -1.38 0.15 0.76 -0.3093
C -1.54 -0.75 -0.47 -0.3412
C 2.19 0.46 -0.16 -0.0981
N -0.20 0.80 0.92 0.2126
N 0.88 0.00 -0.09 -0.4579
S 0.15 -1.07 -1.05 1.1349
H -2.11 0.97 0.70 0.1581
H -1.37 -0.65 1.52 0.1542
H -2.15 -1.53 -0.13 0.0731
H -1.96 -0.30 -1.44 0.1175
H 2.56 0.62 0.86 0.1178
H 2.16 1.49 -0.55 0.1144
H 2.77 -0.20 -0.87 0.1239
```

- SMILES string = C[N+]1=NCCS1
- charge = +1
- orbital gap (spin up / spin down) (eV) = 8.692 / 8.275
- 2S+1 = 1
- lowest unoccupied orbital energy (spin up / spin down) (eV) = -6.355 / -5.781



*S*
# C3H7N2S

A structure of composition C3H7N2S (ωB97M-V/def2-TZVPD, OMol25).

Geometry as XYZ:
```
13
Properties=species:S:1:pos:R:3:lowdin_charge:R:1
C -0.02 3.08 0.87 -0.0410
C -0.03 2.17 -0.04 -0.1335
C -0.41 -2.00 -0.29 -0.2127
N 0.56 -2.82 -0.64 0.1787
N -0.23 -0.74 -0.02 -0.3654
S -1.42 0.41 0.44 0.8190
H 0.59 3.96 0.76 0.0896
H -0.59 3.02 1.78 0.0741
H 0.35 1.97 -1.02 0.0518
H -1.42 -2.39 -0.22 0.1544
H 0.39 -3.79 -0.84 0.1362
H 1.52 -2.50 -0.73 0.1362
H 0.72 -0.36 -0.06 0.1126
```

- charge = +1
- orbital gap (eV) = 8.857
- 2S+1 = 1
- lowest unoccupied orbital energy (eV) = -4.081



What is the stability order? It is *S*, *Q*, *R*, *P*, from most stable to least stable.



*P*
# C4H11N2O2

A cluster of 2 separate species, C4H11N2O2 in total (ωB97M-V/def2-TZVPD, OMol25).

Geometry as XYZ:
```
19
Properties=species:S:1:pos:R:3:lowdin_charge:R:1
C -1.12 -0.68 1.51 -0.0880
C -1.70 0.38 0.58 -0.5370
C -1.07 1.74 0.86 -0.0964
N -1.57 0.09 -0.85 0.0140
H -1.23 -0.39 2.57 0.0635
H -1.65 -1.63 1.41 0.0606
H -0.07 -0.85 1.24 0.0680
H -2.78 0.47 0.80 0.1134
H -1.52 2.56 0.29 0.0640
H -1.26 2.01 1.91 0.0617
H 0.00 1.67 0.67 0.0736
H -1.97 -0.82 -1.03 0.0479
H -0.57 0.06 -1.16 0.0380
N 3.47 -0.64 -1.73 0.0709
C 2.20 -0.73 -1.09 -0.8476
O 2.09 -1.64 -0.25 -0.0918
O 1.34 0.11 -1.47 -0.1142
H 3.98 -1.50 -1.64 0.0503
H 3.45 -0.21 -2.64 0.0493
```

- charge = -1
- orbital gap (eV) = 8.481
- 2S+1 = 1
- lowest unoccupied orbital energy (eV) = 4.127



*Q*
# C4H11N2O2

A structure of composition C4H11N2O2 (ωB97M-V/def2-TZVPD, OMol25).

Geometry as XYZ:
```
19
Properties=species:S:1:pos:R:3:lowdin_charge:R:1
C 3.20 0.96 0.30 -0.1789
N 2.06 1.82 0.02 -0.1379
C 0.91 1.04 -0.45 -0.4677
O 0.47 0.10 0.45 -0.2497
H 2.99 0.20 1.06 0.0629
H 4.05 1.56 0.64 0.0573
H 3.50 0.49 -0.64 0.0644
H 1.74 2.22 0.91 0.0844
H 1.23 0.58 -1.40 0.0967
H 0.13 1.78 -0.69 0.0905
C -1.79 -2.41 0.14 -0.4650
N -1.71 -1.09 0.13 -0.0680
C -2.89 -0.34 -0.19 -0.1286
O -2.79 -3.11 -0.07 -0.1035
H -0.82 -2.90 0.34 0.1123
H -0.66 -0.50 0.27 0.0376
H -3.45 -0.06 0.70 0.0671
H -3.56 -0.92 -0.83 0.0628
H -2.60 0.58 -0.69 0.0631
```

- charge = -1
- orbital gap (eV) = 8.353
- 2S+1 = 1
- lowest unoccupied orbital energy (eV) = 4.019



What is the stability order? It is *P*, *Q*, from most stable to least stable.